Here is a cluster of 3 separate species, C3H14N2O2 in total in a non-equilibrium geometry from the Open Molecules 2025 dataset. Energies are from wB97M-V/def2-TZVPD.

Summary:
**2S+1**: 1
**Lowest unoccupied orbital energy**: 0.027 Ha
**SMILES string**: CCNCN.O.O
**HOMO**: -0.320 hartree
**Net charge**: 0

Last column: natural (NBO) charge in e.
Cartesian coordinates (Å):
1 C -1.223 -0.887 -1.428  -0.623
2 C -0.329 0.102 -0.719  -0.208
3 N 1.132 -0.075 -0.827  -0.690
4 C 1.846 0.876 0.036  -0.046
5 N 2.854 0.296 0.953  -0.835
6 H -1.345 -0.644 -2.528  0.198
7 H -2.268 -0.636 -1.079  0.230
8 H -0.836 -1.876 -1.359  0.208
9 H -0.737 1.067 -0.831  0.170
10 H -0.471 -0.122 0.418  0.172
11 H 1.496 -0.343 -1.715  0.373
12 H 1.127 1.320 0.705  0.189
13 H 2.526 1.655 -0.595  0.165
14 H 2.529 -0.553 1.408  0.358
15 H 3.694 -0.001 0.318  0.339
16 O -4.515 2.156 0.862  -0.932
17 H -4.425 2.923 0.344  0.465
18 H -3.908 2.252 1.574  0.467
19 O 1.005 -2.404 1.892  -0.929
20 H 0.232 -2.739 1.387  0.467
21 H 1.617 -2.366 1.185  0.462

Here is a cluster of 3 separate species, C3H14N2O2S in total in a non-equilibrium geometry from the Open Molecules 2025 dataset. Energies are from wB97M-V/def2-TZVPD.

Summary:
**2S+1**: 1
**Lowest unoccupied orbital energy**: 0.026 Ha
**SMILES string**: NCNCCS.O.O
**HOMO**: -0.324 hartree
**Net charge**: 0

Last column: natural (NBO) charge in e.
Cartesian coordinates (Å):
1 N -0.855 0.284 -0.644  -0.869
2 C -0.120 -0.878 -1.191  -0.043
3 N 0.199 -1.910 -0.232  -0.653
4 C 1.568 -2.055 0.226  -0.221
5 C 1.720 -1.697 1.707  -0.551
6 S 2.029 0.057 1.994  -0.051
7 H -1.613 0.011 -0.019  0.356
8 H -0.313 0.846 0.014  0.370
9 H 0.797 -0.447 -1.574  0.185
10 H -0.811 -1.225 -1.976  0.180
11 H -0.530 -1.914 0.459  0.363
12 H 2.317 -1.538 -0.383  0.203
13 H 1.829 -3.113 0.152  0.189
14 H 2.643 -2.215 2.058  0.218
15 H 1.001 -2.199 2.354  0.231
16 H 1.088 0.392 2.868  0.131
17 O -2.072 3.519 0.610  -0.953
18 H -1.451 3.731 -0.105  0.477
19 H -2.952 3.788 0.263  0.476
20 O -1.826 2.336 -2.284  -0.994
21 H -0.984 2.691 -2.558  0.457
22 H -1.664 1.538 -1.738  0.500

Here is a structure of composition C3H14N2O2S in a non-equilibrium geometry from the Open Molecules 2025 dataset. Energies are from wB97M-V/def2-TZVPD.

Summary:
**2S+1**: 1
**Lowest unoccupied orbital energy**: -0.162 Ha
**HOMO**: -0.297 hartree
**Net charge**: 0

Last column: natural (NBO) charge in e.
Cartesian coordinates (Å):
1 C -0.414 0.836 -0.776  -0.225
2 C 1.058 1.345 -0.982  -0.594
3 S 2.097 0.872 0.374  0.032
4 N -0.363 -0.632 -0.904  -0.432
5 C -1.630 -1.338 -0.567  -0.100
6 N -1.851 -1.047 0.829  -0.651
7 H -0.676 1.097 0.220  0.254
8 H -1.085 1.324 -1.481  0.222
9 H 0.936 2.438 -0.988  0.245
10 H 1.473 1.086 -1.961  0.236
11 H -0.539 1.182 2.094  -0.014
12 H 0.252 -0.873 -0.100  0.386
13 H -2.476 -0.947 -1.141  0.203
14 H -1.482 -2.393 -0.819  0.211
15 H -2.409 -1.762 1.308  0.367
16 H -2.444 0.007 0.822  0.415
17 H -0.267 1.816 2.410  0.020
18 H -3.921 1.109 0.719  0.455
19 O -2.966 1.109 0.590  -0.968
20 H 2.513 -1.081 0.297  0.456
21 H 3.049 -2.549 0.589  0.472
22 O 2.315 -2.050 0.223  -0.990

Here is a cluster of 3 separate species, C3H14N2O2S in total in a non-equilibrium geometry from the Open Molecules 2025 dataset. Energies are from wB97M-V/def2-TZVPD.

Summary:
**2S+1**: 1
**Lowest unoccupied orbital energy**: 0.014 Ha
**SMILES string**: NC[C@@H](N)CS.O.O
**HOMO**: -0.337 hartree
**Net charge**: 0

Last column: natural (NBO) charge in e.
Cartesian coordinates (Å):
1 N -1.017 1.082 -0.134  -0.852
2 C -0.545 0.227 -1.200  -0.228
3 C -0.847 -1.360 -0.893  -0.063
4 N -1.126 -2.026 -2.168  -0.851
5 C 0.203 -2.174 -0.017  -0.510
6 S -0.671 -3.168 1.295  -0.064
7 H -1.448 0.418 0.595  0.356
8 H -0.233 1.506 0.420  0.357
9 H 0.442 0.397 -1.529  0.192
10 H -1.215 0.547 -2.045  0.177
11 H -1.863 -1.430 -0.477  0.190
12 H -1.314 -1.328 -2.878  0.368
13 H -0.297 -2.679 -2.411  0.357
14 H 0.774 -1.441 0.538  0.223
15 H 0.778 -2.894 -0.568  0.219
16 H -1.745 -3.483 0.542  0.130
17 O -2.788 2.667 2.166  -0.934
18 H -2.066 2.190 2.617  0.458
19 H -2.633 2.394 1.261  0.476
20 O 6.190 3.589 1.838  -0.935
21 H 5.238 3.460 2.134  0.470
22 H 6.182 3.508 0.914  0.465

Here is a cluster of 4 separate species, C3H14N2O3 in total in a non-equilibrium geometry from the Open Molecules 2025 dataset. Energies are from wB97M-V/def2-TZVPD.

Summary:
**2S+1**: 2
**Lowest unoccupied orbital energy (alpha / beta)**: 0.130 / 0.124 Ha
**HOMO (alpha / beta)**: 0.026 / -0.162 hartree
**Net charge**: -1

Last column: Mulliken spin population.
Cartesian coordinates (Å):
1 C 1.956 -1.578 -0.435  0.007
2 C 0.604 -1.084 -0.029  0.142
3 C -0.520 -1.684 -0.397  0.078
4 N -1.825 -1.143 -0.263  0.386
5 N 0.543 0.177 0.609  0.584
6 H 2.679 -1.345 0.359  -0.012
7 H 2.012 -2.659 -0.562  -0.005
8 H 2.388 -1.113 -1.321  -0.015
9 H -0.552 -2.596 -0.980  0.018
10 H -1.946 -0.547 0.554  0.072
11 H -2.504 -1.857 -0.041  -0.223
12 H 1.400 0.667 0.843  -0.097
13 H -0.247 0.718 0.255  -0.139
14 H -1.622 1.074 -1.498  0.011
15 H -2.219 2.314 -0.911  0.399
16 O -1.397 1.802 -0.899  -0.739
17 H -0.918 0.330 2.517  -0.045
18 H -0.308 1.350 3.525  -0.134
19 O -0.872 0.546 3.475  0.249
20 H 1.260 1.551 -1.228  -0.025
21 H 0.669 2.827 -1.723  -0.069
22 O 1.419 2.251 -1.851  0.557

Here is a structure of composition C3H14N2Si3 in a non-equilibrium geometry from the Open Molecules 2025 dataset. Energies are from wB97M-V/def2-TZVPD.

Summary:
**2S+1**: 1
**Lowest unoccupied orbital energy**: 0.021 Ha
**HOMO**: -0.342 hartree
**Net charge**: 0

Last column: natural (NBO) charge in e.
Cartesian coordinates (Å):
1 C -2.436 -1.192 -0.462  -0.601
2 C -2.341 1.072 0.742  -0.608
3 C -1.513 -0.219 0.320  -0.593
4 N 2.933 0.652 0.368  -1.491
5 N 1.123 -1.305 -0.020  -1.487
6 Si 2.824 -1.021 0.122  1.532
7 Si 1.633 1.611 -0.392  0.815
8 Si 0.125 0.010 -0.713  1.070
9 H -2.741 -0.530 -1.326  0.208
10 H -1.746 -1.905 -0.783  0.202
11 H -3.230 -1.530 0.143  0.211
12 H -2.901 1.583 -0.146  0.194
13 H -1.820 1.864 1.153  0.203
14 H -3.065 0.903 1.483  0.205
15 H -1.114 -0.639 1.241  0.210
16 H 3.422 1.008 1.174  0.424
17 H 0.800 -2.026 0.556  0.414
18 H 3.510 -1.461 -1.173  -0.213
19 H 3.232 -1.674 1.304  -0.221
20 H 1.535 2.870 0.302  -0.143
21 H 2.267 1.975 -1.692  -0.169
22 H -0.496 -0.045 -2.200  -0.162

Here is a cluster of 3 separate species, C3H14N3O2 in total in a non-equilibrium geometry from the Open Molecules 2025 dataset. Energies are from wB97M-V/def2-TZVPD.

Summary:
**2S+1**: 1
**Lowest unoccupied orbital energy**: -0.099 Ha
**HOMO**: -0.521 hartree
**Net charge**: +1

Last column: natural (NBO) charge in e.
Cartesian coordinates (Å):
1 C -2.091 1.163 0.003  -0.625
2 C -1.421 -0.031 -0.691  -0.238
3 N -0.877 -0.917 0.354  -0.556
4 C 0.401 -1.274 0.495  0.678
5 N 0.722 -2.174 1.434  -0.775
6 N 1.334 -0.705 -0.251  -0.755
7 H -1.731 1.221 1.027  0.218
8 H -3.158 0.948 0.094  0.224
9 H -1.941 2.085 -0.551  0.238
10 H -2.159 -0.543 -1.313  0.218
11 H -0.652 0.194 -1.423  0.223
12 H -1.571 -1.476 0.826  0.412
13 H 0.089 -2.881 1.749  0.424
14 H 1.704 -2.281 1.622  0.425
15 H 2.309 -0.771 -0.023  0.443
16 H 1.071 -0.100 -1.012  0.434
17 H 0.672 2.622 -2.829  0.491
18 H -0.463 1.735 -3.376  0.485
19 O 0.294 1.739 -2.781  -0.968
20 H 1.751 0.713 2.263  0.482
21 H 3.205 0.468 2.510  0.491
22 O 2.511 0.265 1.873  -0.969

Here is a cluster of 2 separate species, C3H14N5 in total in a non-equilibrium geometry from the Open Molecules 2025 dataset. Energies are from wB97M-V/def2-TZVPD.

Summary:
**2S+1**: 2
**Lowest unoccupied orbital energy (alpha / beta)**: -0.267 / -0.445 Ha
**HOMO (alpha / beta)**: -0.640 / -0.630 hartree
**Net charge**: +2

Last column: Mulliken spin population.
Cartesian coordinates (Å):
1 N -2.794 1.429 0.753  -0.001
2 C -2.600 0.444 -0.401  0.005
3 C -1.095 0.200 -0.478  0.009
4 N -0.791 -0.862 -1.428  0.058
5 H -2.514 0.897 1.577  0.000
6 H -2.221 2.251 0.664  0.000
7 H -3.748 1.749 0.809  0.000
8 H -3.106 -0.497 -0.141  0.001
9 H -3.020 0.858 -1.321  0.000
10 H -0.537 1.135 -0.721  0.002
11 H -0.776 -0.144 0.526  -0.008
12 H -0.744 -0.446 -2.338  -0.001
13 H 0.163 -1.194 -1.246  -0.004
14 N 1.596 -1.673 0.589  0.031
15 C 1.925 -0.305 0.221  -0.042
16 N 1.748 0.563 1.281  0.311
17 N 2.538 0.072 -0.835  0.669
18 H 2.231 -2.285 0.045  0.001
19 H 1.757 -1.777 1.550  0.001
20 H 1.723 0.142 2.200  -0.008
21 H 2.383 1.340 1.152  -0.002
22 H 2.948 -0.773 -1.329  -0.021

Energy values (in Ha) by entry order: -382.628122, -780.845676, -780.592129, -780.816220, -457.886083, -1100.720886, -437.255871, -395.778343.
Energy above the lowest of the compared OMol25 structures with the same formula, charge and spin values (in kJ/mol) by entry order: 188.1, 46.8, 712.5, 124.1, 34.8, 0.0, 27.2, 95.3.